No. 1
This record from the Open Molecules 2025 dataset describes one molecule with the formula CH5FOP2 at a distorted geometry. The level of theory is ωB97M-V/def2-TZVPD.

Last column: Löwdin charge in e.
Cartesian coordinates (Å):
C1 -1.95 -0.16 -0.11  -0.1376
O1 -0.62 0.11 -0.63  -0.5071
F1 1.01 2.26 0.00  -0.5300
P1 2.54 -0.21 -0.38  0.5342
P2 0.54 0.40 0.48  0.7426
H1 -2.12 -1.22 -0.48  0.1067
H2 -2.64 0.59 -0.56  0.1007
H3 -1.92 -0.21 0.92  0.0156
H4 1.97 -1.59 -0.01  -0.1115
H5 3.19 0.04 0.76  -0.2138

HOMO energy   -9.31 eV
SMILES string   COP(F)#[PH2]
Energy relative to the best compared isomer or geometry (same formula, charge and spin)   114.2 kJ/mol

No. 2
This record from the Open Molecules 2025 dataset describes a 2-piece molecular cluster, CH5FOSi overall at a distorted geometry. The level of theory is ωB97M-V/def2-TZVPD.

Last column: Löwdin charge in e.
Cartesian coordinates (Å):
C1 -1.76 0.85 0.29  -0.1166
O1 2.17 -1.08 -1.25  -0.4200
F1 -1.48 2.07 -0.25  -0.1018
Si1 2.67 -0.33 0.10  0.5827
H1 -2.67 0.48 -0.17  0.0801
H2 -1.89 0.98 1.37  0.0788
H3 1.72 -1.92 -1.33  0.0312
H4 2.15 -1.26 1.15  -0.1952
H5 -0.91 0.20 0.10  0.0607

HOMO energy   -8.62 eV
Energy relative to the best compared isomer or geometry (same formula, charge and spin)   78.2 kJ/mol

No. 3
This record from the Open Molecules 2025 dataset describes a 2-piece molecular cluster, CH5IN2O overall at a distorted geometry. The level of theory is ωB97M-V/def2-TZVPD.

Last column: Löwdin charge in e.
Cartesian coordinates (Å):
C1 1.36 0.10 0.63  -0.2641
N1 1.51 -0.62 -0.39  -0.4851
N2 -1.56 0.11 -0.62  -0.0496
O1 -1.64 -0.04 0.82  -0.1789
I1 2.80 0.06 -1.93  0.6223
H1 1.86 1.11 0.86  0.0870
H2 0.50 -0.09 1.34  0.0714
H3 -1.86 -0.86 -1.12  0.1291
H4 -2.44 0.34 1.13  0.0591
H5 -0.54 -0.11 -0.71  0.0087

HOMO energy   -9.57 eV
SMILES string   C=NI.NO
Energy relative to the best compared isomer or geometry (same formula, charge and spin)   69.7 kJ/mol

No. 4
This record from the Open Molecules 2025 dataset describes one molecule with the formula CH5N at a distorted geometry. The level of theory is ωB97M-V/def2-TZVPD.

Last column: Löwdin charge in e.
Cartesian coordinates (Å):
C1 0.57 -0.01 -0.12  -0.1879
H1 0.92 -0.85 -0.46  0.0072
H2 0.89 0.89 -0.60  0.0704
H3 0.90 -0.05 0.95  0.0814
H4 -1.20 -0.82 0.12  -0.0235
H5 -1.22 0.86 0.31  0.1099
N1 -0.87 -0.03 -0.21  -0.0574

HOMO energy   -9.08 eV
SMILES string   CN
Energy relative to the best compared isomer or geometry (same formula, charge and spin)   75.7 kJ/mol

No. 5
This record from the Open Molecules 2025 dataset describes a 2-piece molecular cluster, CH5N2 overall at a distorted geometry. The level of theory is ωB97M-V/def2-TZVPD.

Last column: Löwdin charge in e.
Cartesian coordinates (Å):
N1 -0.30 1.13 -0.34  0.3628
C1 0.02 0.26 0.58  -0.2170
N2 -0.13 -1.04 0.41  0.4088
H1 1.43 -2.13 -2.77  0.0101
H2 -0.06 2.10 -0.07  0.1350
H3 0.56 0.52 1.51  0.1584
H4 -0.94 -1.15 -0.24  0.1429
H5 1.88 -1.71 -2.40  -0.0011

HOMO energy   -18.02 eV
Energy relative to the best compared isomer or geometry (same formula, charge and spin)   734.9 kJ/mol
Net charge   +1

No. 6
This record from the Open Molecules 2025 dataset describes a 2-piece molecular cluster, CH5N2O2Si overall at a distorted geometry. The level of theory is ωB97M-V/def2-TZVPD.

Last column: Löwdin charge in e.
Cartesian coordinates (Å):
C1 -1.37 -1.50 -0.07  -0.1080
N1 -1.77 -0.09 -0.10  -0.3524
N2 -1.91 -0.70 0.97  0.1211
O1 0.38 0.78 -0.06  -0.5537
O2 -2.24 0.75 -0.84  -0.0111
Si1 1.83 1.14 0.08  0.1239
H1 -1.86 -2.35 -0.43  0.0688
H2 -0.31 -1.48 0.03  0.0629
H3 2.50 1.43 1.43  -0.1289
H4 2.44 -0.21 -0.07  -0.1181
H5 2.31 2.23 -0.94  -0.1045

HOMO energy   -4.00 eV
Energy relative to the best compared isomer or geometry (same formula, charge and spin)   85.3 kJ/mol
Net charge   -1

Number 1: HOMO-LUMO gap 9.71 eV. Number 2: HOMO-LUMO gap 8.48 eV. Number 3: HOMO-LUMO gap 9.13 eV. Number 4: HOMO-LUMO gap 10.35 eV. Number 5: HOMO-LUMO gap 6.95 eV. Number 6: HOMO-LUMO gap 8.04 eV.